No. 1
Molecular formula: C20H53BBrClFN6O8P4S
Method: DFT, ωB97M-V/def2-TZVPD

Positions of all 96 atoms, in Å:
C  -1.33907  3.97340  -1.45915
C  -2.30791  2.67948  -1.72782
B  -2.79933  1.88860  -0.35634
O  -4.23466  1.98405  0.00381
P  -1.55210  0.85768  0.66278
Br  0.28781  0.15391  1.87671
P  -2.29519  2.12525  2.33612
O  -2.33645  3.77253  1.68413
Cl  -0.98798  1.99501  4.02054
O  -1.25361  -0.18050  -0.74827
C  -2.02261  -1.46001  -0.74797
S  -3.73154  -1.47091  -1.57860
C  -2.42842  -1.65068  0.82416
F  -3.83481  -2.19937  0.75893
C  -1.69225  -2.77414  1.75590
C  -0.28409  -3.37018  1.17128
O  0.00656  -4.75079  1.68456
C  0.92084  -4.68736  2.83720
C  2.55929  -4.61622  2.77835
O  0.36019  -4.71809  4.07612
O  -2.69325  -0.29459  1.35371
H  -1.87601  4.83134  -0.86991
H  -0.33121  3.72369  -0.89558
H  -1.00536  4.36877  -2.53503
H  -1.74297  1.97525  -2.48729
H  -3.28128  3.10346  -2.27296
H  -4.56613  2.85140  -0.39886
H  -0.58418  1.83176  0.15711
H  -1.39035  3.99683  1.41048
H  -1.48944  -2.31064  -1.34522
H  -4.56229  -0.46819  -0.99184
H  -2.41145  -3.69782  1.95043
H  -1.46718  -2.33053  2.83786
H  -0.23893  -3.47548  -0.00384
H  0.67682  -2.72927  1.46288
H  2.99793  -4.49035  1.69549
H  2.98151  -3.80865  3.53539
H  2.97653  -5.66150  3.17482
O  -2.07458  7.60061  -1.06209
P  -2.14302  9.00427  -0.41202
N  -3.33835  9.55038  -1.51958
C  -3.54626  10.92266  -1.96449
C  -4.64747  8.92279  -1.34485
N  -0.59311  9.41253  -1.04676
C  -0.43214  9.67570  -2.47387
C  0.46857  8.48757  -0.62368
N  -2.22170  10.61788  0.33529
C  -1.04140  11.45687  0.55373
C  -2.94444  10.51987  1.61222
H  -4.13313  11.50508  -1.24758
H  -4.08048  10.93889  -2.92303
H  -2.61474  11.46605  -2.13889
H  -5.18414  9.35808  -0.49122
H  -4.55897  7.84677  -1.16466
H  -5.26779  9.03574  -2.24116
H  -0.88559  8.90336  -3.09579
H  0.62765  9.75969  -2.74802
H  -0.85943  10.64472  -2.73904
H  0.46344  7.56062  -1.21135
H  0.34728  8.21920  0.43130
H  1.45441  8.95365  -0.72356
H  -0.28399  10.94790  1.16223
H  -1.31358  12.38778  1.06649
H  -0.59524  11.77924  -0.39120
H  -2.35006  9.98906  2.36005
H  -3.88511  9.97656  1.48182
H  -3.20674  11.51198  1.99913
O  4.52256  -7.37105  0.60305
P  3.62598  -8.43644  -0.07417
N  3.42890  -9.31979  1.38684
C  3.19893  -10.75384  1.50909
C  2.61537  -8.63859  2.39299
N  4.97913  -9.08845  -0.92014
C  5.98921  -9.86048  -0.20215
C  5.66553  -8.10026  -1.76515
N  2.59529  -9.66118  -0.85270
C  2.99215  -10.39156  -2.05842
C  1.26508  -9.08344  -1.09615
H  2.14709  -11.01769  1.36207
H  3.49443  -11.10667  2.50541
H  3.78419  -11.34696  0.80263
H  1.54582  -8.71677  2.15612
H  2.86154  -7.57406  2.45862
H  2.78276  -9.05635  3.39218
H  6.33550  -9.35859  0.70177
H  6.86118  -10.06620  -0.83675
H  5.60578  -10.84799  0.06188
H  6.33257  -7.45347  -1.18090
H  4.93861  -7.46082  -2.27743
H  6.25831  -8.59555  -2.54128
H  3.22802  -9.71451  -2.88845
H  2.19001  -11.06241  -2.39028
H  3.84514  -11.04919  -1.86917
H  1.30278  -8.33082  -1.88762
H  0.88267  -8.60189  -0.19120
H  0.53817  -9.85759  -1.37013

As for the spin multiplicity: 1. Its charge is -1. For the LUMO energy, the calculation gives 0.0094 hartree. The molecular weight is 806.81 g mol⁻¹. The value obtained for the HOMO-LUMO gap is 4.6836 eV.

---

No. 2
Molecular formula: C10H31ClO9
Method: DFT, ωB97M-V/def2-TZVPD

Positions of all 51 atoms, in Å:
O  0.13890  30.28139  -8.55942
H  0.57574  31.12884  -8.67169
H  0.46896  29.60457  -9.15488
H  0.26020  30.02403  -7.64254
Cl  2.57333  29.64093  -11.04382
O  1.68067  29.61774  -12.18851
O  3.45688  28.50347  -11.17696
O  3.18139  30.91088  -11.07400
O  1.69715  29.66389  -9.88569
C  3.71884  33.56211  -11.46449
C  4.94470  32.75466  -11.35135
C  6.15098  33.71180  -11.29524
O  4.90806  32.11066  -10.11804
H  3.66396  34.21610  -10.59420
H  2.81110  32.95868  -11.46579
H  3.72468  34.15011  -12.38227
H  5.09162  32.04481  -12.16538
H  7.02704  33.11328  -11.04545
H  6.01910  34.45585  -10.50968
H  6.33367  34.21762  -12.24332
H  4.22189  31.43969  -10.09405
C  -2.61291  28.40420  -13.61597
C  -1.09970  28.28993  -13.45717
C  -0.41385  29.10904  -14.63479
O  -0.71227  28.98621  -12.23509
H  -3.03455  27.61579  -14.23946
H  -2.94647  29.35883  -14.02282
H  -3.09662  28.16469  -12.66899
H  -0.75667  27.25609  -13.49712
H  0.66777  29.21705  -14.55396
H  -0.85635  30.08952  -14.81072
H  -0.68992  28.53293  -15.51797
H  0.17026  29.36203  -12.27365
C  0.45213  26.90565  -11.43603
C  1.64303  25.97034  -11.89906
C  1.79108  25.94025  -13.42898
O  2.73175  26.45825  -11.26859
H  -0.52838  26.44504  -11.55665
H  0.46242  27.89264  -11.89846
H  0.37796  26.93949  -10.34908
H  1.34231  25.01813  -11.46207
H  0.82054  25.96457  -13.92452
H  2.28928  25.02426  -13.74657
H  2.33251  26.82081  -13.77476
H  2.63674  27.40973  -11.35374
C  0.63971  32.01131  -13.46449
O  1.36162  33.08670  -12.97069
H  0.21423  32.06159  -14.46675
H  1.24119  31.10556  -13.38746
H  -0.30117  31.81870  -12.94898
H  2.25522  32.75942  -12.84433

As for the spin multiplicity: 1. Its charge is 0. For the LUMO energy, the calculation gives -0.0506 hartree. The molecular weight is 330.80 g mol⁻¹. The value obtained for the HOMO-LUMO gap is 7.5665 eV.

---

No. 3
Molecular formula: C4H6N2O
Method: DFT, ωB97M-V/def2-TZVPD

Positions of all 13 atoms, in Å:
C  1.84449  -0.23506  0.22741
C  0.82338  0.52515  -0.67992
N  0.14804  -0.15193  -1.61578
C  -1.12740  -0.28142  -1.15242
C  -1.21414  0.28489  0.10868
O  -2.06144  0.19926  1.15202
N  -0.06978  0.94698  0.28923
H  1.87270  -1.22581  -0.21371
H  1.43471  -0.40461  1.25156
H  2.81085  0.23378  0.34549
H  -1.89147  -0.83780  -1.67705
H  -2.78159  -0.39030  0.90914
H  0.23313  1.44699  1.10567

As for the spin multiplicity: 1. Its charge is 0. For the LUMO energy, the calculation gives 0.0208 hartree. The molecular weight is 98.10 g mol⁻¹. As for the structure (SMILES): Cc1ncc(O)[nH]1. The value obtained for the HOMO-LUMO gap is 8.3941 eV.